The following is a DFT calculation (ωB97M-V/def2-TZVPD) of 9 unconnected molecules or ions with the total composition C63H138N6O9 at a distorted geometry.

Cartesian coordinates (Å):
C  -2.634  5.671  2.841
C  -3.611  4.933  3.756
C  -4.921  5.733  4.015
C  -4.047  3.663  2.990
C  -3.072  2.504  3.032
C  -2.695  2.236  4.523
C  -2.164  3.427  5.306
C  -2.510  3.068  6.771
C  -0.695  3.651  5.000
N  -2.963  4.610  5.031
O  -2.698  5.746  5.830
H  -2.326  6.583  3.361
H  -1.764  5.056  2.624
H  -3.107  5.987  1.910
H  -5.367  5.315  4.923
H  -4.752  6.798  4.157
H  -5.644  5.507  3.234
H  -5.040  3.335  3.322
H  -4.283  3.820  1.928
H  -3.617  1.668  2.573
H  -2.236  2.490  2.323
H  -1.892  1.514  4.336
H  -3.532  1.658  4.911
H  -2.162  3.798  7.505
H  -1.819  2.275  7.115
H  -3.471  2.588  6.921
H  -0.246  4.371  5.691
H  -0.425  3.774  3.952
H  -0.032  2.804  5.247
H  -3.561  5.858  6.250
C  5.935  -3.005  -2.368
C  7.214  -2.212  -2.049
C  8.329  -3.172  -1.562
C  7.682  -1.591  -3.341
C  6.855  -0.371  -3.676
C  6.940  0.699  -2.602
C  6.479  0.159  -1.214
C  6.920  1.170  -0.154
C  4.916  0.159  -1.154
N  7.035  -1.172  -1.034
O  6.679  -1.720  0.221
H  6.110  -3.908  -2.952
H  5.571  -3.405  -1.407
H  5.043  -2.464  -2.683
H  8.595  -3.821  -2.400
H  9.155  -2.500  -1.342
H  7.977  -3.836  -0.776
H  8.752  -1.361  -3.392
H  7.590  -2.233  -4.224
H  7.293  0.115  -4.555
H  5.796  -0.533  -3.881
H  6.345  1.534  -2.985
H  7.893  1.186  -2.373
H  7.990  1.060  0.046
H  6.506  0.871  0.814
H  6.628  2.191  -0.382
H  4.596  0.058  -0.119
H  4.514  -0.685  -1.726
H  4.498  1.007  -1.697
H  5.713  -1.800  0.137
C  -5.617  -3.635  0.142
C  -5.220  -2.631  -0.946
C  -4.086  -3.092  -1.851
C  -6.488  -2.382  -1.811
C  -6.411  -1.029  -2.612
C  -6.091  0.096  -1.672
C  -4.778  -0.058  -0.870
C  -3.519  0.286  -1.656
C  -4.909  0.945  0.299
N  -4.779  -1.375  -0.279
O  -3.779  -1.588  0.684
H  -4.733  -3.826  0.761
H  -6.246  -3.166  0.900
H  -5.968  -4.566  -0.296
H  -3.078  -2.978  -1.456
H  -4.218  -4.181  -1.939
H  -4.147  -2.736  -2.880
H  -6.529  -3.115  -2.620
H  -7.404  -2.434  -1.227
H  -5.698  -1.131  -3.432
H  -7.392  -0.909  -3.078
H  -6.854  0.385  -0.948
H  -5.990  1.009  -2.273
H  -3.708  0.830  -2.590
H  -3.012  -0.619  -1.997
H  -2.828  0.980  -1.175
H  -3.985  0.948  0.886
H  -5.664  0.688  1.043
H  -4.993  1.963  -0.088
H  -4.287  -1.576  1.505
C  3.873  -1.712  1.966
C  3.025  -2.840  2.599
C  1.690  -2.279  3.102
C  2.762  -3.893  1.519
C  3.973  -4.737  1.214
C  4.457  -5.411  2.522
C  4.705  -4.488  3.717
C  4.725  -5.351  4.963
C  6.101  -3.825  3.511
N  3.661  -3.457  3.746
O  3.675  -2.746  4.947
H  3.643  -1.588  0.906
H  3.840  -0.748  2.477
H  4.929  -1.983  2.020
H  1.181  -1.729  2.302
H  1.056  -3.028  3.570
H  1.847  -1.433  3.777
H  1.994  -4.598  1.873
H  2.247  -3.626  0.589
H  3.734  -5.522  0.487
H  4.748  -4.224  0.632
H  5.330  -6.014  2.259
H  3.705  -6.173  2.755
H  5.046  -4.836  5.868
H  5.429  -6.149  4.728
H  3.723  -5.742  5.154
H  6.843  -4.272  4.175
H  6.074  -2.775  3.805
H  6.382  -3.870  2.459
H  2.975  -3.132  5.486
C  -0.168  -1.781  -3.918
C  0.631  -3.078  -4.014
C  2.057  -2.849  -3.462
C  -0.050  -4.119  -3.102
C  -1.349  -4.713  -3.640
C  -0.993  -5.389  -4.936
C  -0.393  -4.410  -5.963
C  0.079  -5.225  -7.179
C  -1.512  -3.456  -6.487
N  0.704  -3.652  -5.392
O  1.284  -2.700  -6.257
H  0.205  -1.134  -3.122
H  -0.129  -1.117  -4.788
H  -1.229  -1.961  -3.738
H  2.688  -3.723  -3.301
H  2.585  -2.148  -4.109
H  1.925  -2.399  -2.476
H  0.640  -4.924  -2.841
H  -0.331  -3.614  -2.171
H  -1.737  -5.428  -2.915
H  -2.079  -3.934  -3.861
H  -1.788  -5.958  -5.432
H  -0.303  -6.230  -4.794
H  0.709  -4.676  -7.882
H  -0.754  -5.679  -7.712
H  0.783  -6.008  -6.876
H  -1.116  -2.633  -7.092
H  -1.998  -3.018  -5.618
H  -2.164  -3.946  -7.209
H  0.575  -2.047  -6.394
C  -0.109  3.531  -1.794
C  -1.061  4.729  -1.864
C  -1.805  4.767  -0.529
C  -0.190  5.973  -2.122
C  -1.038  7.179  -2.499
C  -1.956  6.900  -3.691
C  -2.777  5.596  -3.538
C  -3.984  5.910  -2.621
C  -3.294  5.253  -4.942
N  -1.939  4.507  -3.019
O  -2.746  3.350  -2.864
H  -0.723  2.624  -1.852
H  0.544  3.390  -2.659
H  0.473  3.464  -0.876
H  -2.672  4.111  -0.426
H  -1.198  4.564  0.355
H  -2.215  5.772  -0.387
H  0.306  6.292  -1.203
H  0.546  5.719  -2.883
H  -1.753  7.385  -1.687
H  -0.550  8.156  -2.501
H  -1.365  6.926  -4.611
H  -2.613  7.773  -3.708
H  -4.871  6.267  -3.149
H  -3.738  6.673  -1.884
H  -4.310  4.981  -2.151
H  -3.472  6.168  -5.510
H  -4.297  4.817  -4.943
H  -2.610  4.598  -5.483
H  -2.663  2.964  -3.743
C  -3.736  -1.133  4.177
C  -4.023  -2.637  4.379
C  -4.733  -2.977  5.693
O  -4.866  -2.918  3.217
H  -4.675  -0.636  3.932
H  -3.145  -1.032  3.261
H  -3.179  -0.617  4.956
H  -3.156  -3.285  4.244
H  -3.914  -3.232  6.369
H  -5.333  -3.876  5.557
H  -5.289  -2.132  6.089
H  -5.111  -3.839  3.372
C  -0.844  0.728  0.964
C  -0.404  -0.041  -0.288
C  1.061  0.154  -0.613
O  -0.781  -1.398  -0.217
H  -0.229  0.493  1.840
H  -1.890  0.694  1.273
H  -0.656  1.805  0.853
H  -0.901  0.439  -1.143
H  1.706  -0.171  0.210
H  1.284  1.210  -0.771
H  1.321  -0.389  -1.519
H  -1.744  -1.426  -0.237
C  2.993  3.171  4.236
C  3.331  3.016  2.764
C  2.129  2.954  1.829
O  4.129  4.117  2.358
H  2.495  2.313  4.700
H  2.220  3.936  4.371
H  3.878  3.376  4.841
H  3.860  2.055  2.677
H  2.511  2.615  0.866
H  1.661  3.939  1.807
H  1.375  2.233  2.144
H  4.732  4.316  3.080

Values from the calculation:
Highest occupied orbital energy ... -7.801 eV
ΔE to the lowest compared entry with this formula, charge and spin ... 301.4 kJ/mol
E_tot ... -3488.51445 a.u.
Kohn-Sham gap ... 8.211 eV